(1)
Formula: C7H15NO2
Source: the Open Molecules 2025 dataset
Level of theory: the ωB97M-V functional and the def2-TZVPD basis

Output
SMILES: C[C@@]1([C@H](N)O)CO1.C=CC
Orbital gap (eV): 9.372
Spin multiplicity: 1
Highest occupied orbital energy (eV): -8.835
Energy (Eh): -480.84390
Energy above the lowest of the compared OMol25 structures with the same formula, charge and spin (kJ/mol): 371.7
Lowest unoccupied orbital energy (Ha): 0.0197
Molar mass (Da): 145.202

XYZ file:
```
25
C7H15NO2, DFT the ωB97M-V functional and the def2-TZVPD basis
C 1.51 -0.89 0.37
C 0.82 -0.24 -2.00
C 1.11 0.23 -0.60
N 1.17 -0.58 1.73
C 1.69 1.56 -0.42
O 2.89 -1.21 0.15
H 3.41 -0.40 0.21
H 0.97 -1.80 0.10
H 1.48 -1.32 2.35
H 1.60 0.29 2.04
H -0.06 -0.89 -2.00
H 0.61 0.60 -2.66
H 1.67 -0.80 -2.39
H 2.27 1.81 0.47
H 1.80 2.21 -1.27
C -2.48 -1.10 0.28
C -2.19 0.31 0.65
C -3.02 1.33 0.59
O 0.18 1.19 -0.07
H -1.00 0.55 0.81
H -3.50 -1.21 -0.10
H -1.79 -1.43 -0.49
H -2.36 -1.76 1.15
H -4.03 1.23 0.21
H -2.74 2.32 0.91
```

---

(2)
Formula: C6H8S
Source: the Open Molecules 2025 dataset
Level of theory: the ωB97M-V functional and the def2-TZVPD basis

Output
Orbital gap (eV): 7.692
Spin multiplicity: 1
Highest occupied orbital energy (eV): -7.933
Energy (Eh): -631.46434
Energy above the lowest of the compared OMol25 structures with the same formula, charge and spin (kJ/mol): 333.0
Lowest unoccupied orbital energy (Ha): -0.0088
Molar mass (Da): 112.197

XYZ file:
```
15
C6H8S, DFT the ωB97M-V functional and the def2-TZVPD basis
C -0.65 -0.22 0.06
C -0.24 1.04 0.24
C 0.44 -1.15 -0.30
C 1.26 1.16 -0.07
C 1.63 -0.33 0.03
C -1.94 -0.79 0.27
S -3.28 0.14 -0.09
H 0.33 -2.10 0.24
H 0.08 -1.19 -1.34
H 1.24 1.46 -1.09
H 1.89 1.85 0.53
H 1.71 -0.34 1.09
H 2.53 -0.48 -0.59
H -0.89 1.78 0.58
H -4.14 -0.83 0.42
```

---

(3)
Formula: C11H19N2O
Source: the Open Molecules 2025 dataset
Level of theory: the ωB97M-V functional and the def2-TZVPD basis

Output
Total charge: +1
Orbital gap (alpha / beta) (eV): 7.131 / 7.096
Spin multiplicity: 3
Highest occupied orbital energy (alpha / beta) (eV): -10.510 / -12.575
Energy (Eh): -614.82096
Energy above the lowest of the compared OMol25 structures with the same formula, charge and spin (kJ/mol): 25.1
<S²>: 2.013
Lowest unoccupied orbital energy (alpha / beta) (Ha): -0.1242 / -0.2013
Molar mass (Da): 195.286

XYZ file:
```
33
C11H19N2O, DFT the ωB97M-V functional and the def2-TZVPD basis
C -4.08 1.44 0.38
C -3.70 0.13 0.88
C -3.16 2.19 -0.34
C -2.44 -0.31 0.77
C -1.85 1.70 -0.53
C -1.52 0.45 -0.01
C 2.25 0.35 1.35
C 3.25 -0.35 -0.76
C 3.06 2.17 -0.06
C -0.38 -0.27 -0.41
C 2.40 0.75 -0.09
N -0.09 -1.45 -0.65
N -1.40 -3.69 -0.61
O 1.22 1.00 -0.67
H -5.01 1.76 0.91
H -4.38 -0.53 1.26
H -3.47 3.29 -0.42
H -1.99 -1.24 1.15
H -1.06 2.36 -0.84
H 3.27 0.69 1.81
H 1.35 0.83 1.65
H 2.16 -0.68 1.45
H 3.12 -0.45 -1.84
H 3.03 -1.21 -0.11
H 4.30 -0.06 -0.65
H 3.00 2.46 -1.04
H 2.44 2.73 0.54
H 4.04 2.12 0.39
H 0.82 -1.63 -0.96
H -0.82 -2.34 -0.58
H -2.07 -4.04 0.03
H -0.54 -4.35 -0.41
H -1.75 -3.83 -1.60
```

---

(4)
Formula: C2H8S4
Source: the Open Molecules 2025 dataset
Level of theory: the ωB97M-V functional and the def2-TZVPD basis

Output
SMILES: CSS.CSS
Orbital gap (eV): 8.548
Spin multiplicity: 1
Highest occupied orbital energy (eV): -8.103
Energy (Eh): -1673.70994
Energy above the lowest of the compared OMol25 structures with the same formula, charge and spin (kJ/mol): 74.6
Lowest unoccupied orbital energy (Ha): 0.0164
Molar mass (Da): 160.354

XYZ file:
```
14
C2H8S4, DFT the ωB97M-V functional and the def2-TZVPD basis
C 1.93 1.96 0.29
S 0.93 0.98 1.45
S -1.08 1.34 1.43
H 2.76 1.28 0.09
H 1.41 2.15 -0.64
H 2.34 2.86 0.75
H -1.44 0.04 1.51
C -1.79 -1.25 -1.33
S -1.04 -2.60 -0.39
S 0.88 -1.99 0.01
H -1.82 -1.51 -2.39
H -2.77 -1.02 -0.92
H -1.25 -0.30 -1.20
H 0.94 -1.94 1.35
```

---

(5)
Formula: C24H66N6O7V
Source: the Open Molecules 2025 dataset
Level of theory: the ωB97M-V functional and the def2-TZVPD basis

Output
Total charge: +2
Orbital gap (alpha / beta) (eV): 7.737 / 7.996
Spin multiplicity: 2
Highest occupied orbital energy (alpha / beta) (eV): -12.792 / -12.792
Energy (Eh): -2752.69712
Energy above the lowest of the compared OMol25 structures with the same formula, charge and spin (kJ/mol): 0.0
<S²>: 0.771
Lowest unoccupied orbital energy (alpha / beta) (Ha): -0.1858 / -0.1763
Molar mass (Da): 601.771

XYZ file:
```
104
C24H66N6O7V, DFT the ωB97M-V functional and the def2-TZVPD basis
O 16.22 20.32 10.41
V 15.92 21.09 9.09
C 11.72 22.68 10.01
C 13.04 22.83 9.16
C 13.38 24.30 8.90
O 14.64 24.50 8.33
C 14.81 25.93 8.13
N 14.06 21.92 9.79
H 11.31 21.68 9.88
H 10.98 23.39 9.62
H 11.86 22.83 11.08
H 12.78 22.22 8.29
H 13.31 24.80 9.87
H 12.55 24.77 8.35
H 15.84 26.11 7.82
H 14.59 26.52 9.03
H 14.06 26.23 7.40
H 13.51 21.31 10.39
H 14.42 22.50 10.55
C 20.39 23.40 15.86
C 19.83 22.09 15.26
C 19.45 22.49 13.77
O 19.08 21.39 12.97
C 17.87 20.76 13.29
N 20.96 21.15 15.15
H 19.71 24.24 15.97
H 21.31 23.72 15.38
H 20.57 23.14 16.91
H 19.04 21.56 15.78
H 20.13 23.08 13.15
H 18.66 23.24 13.97
H 17.92 20.32 14.29
H 17.78 19.96 12.55
H 16.92 21.25 13.03
H 21.75 21.69 14.78
H 20.78 20.63 14.29
C 19.53 18.89 7.38
C 18.81 19.62 8.53
C 19.84 20.34 9.44
O 20.60 21.15 8.55
C 21.95 21.38 8.94
N 17.77 20.54 8.00
H 18.74 18.33 6.87
H 20.23 18.16 7.79
H 20.01 19.54 6.64
H 18.36 18.90 9.23
H 20.53 19.67 9.95
H 19.36 21.03 10.14
H 22.30 22.36 8.63
H 22.58 20.60 8.50
H 21.97 21.34 10.03
H 17.65 20.31 7.02
H 18.49 21.28 7.99
C 18.93 24.22 10.13
C 17.79 23.33 10.67
C 16.88 24.03 11.67
O 15.78 23.23 11.96
C 15.14 23.57 13.19
N 17.08 22.93 9.38
H 19.41 24.79 10.93
H 18.59 25.01 9.45
H 19.67 23.58 9.64
H 18.14 22.49 11.27
H 16.58 25.03 11.31
H 17.48 24.32 12.54
H 15.12 24.65 13.38
H 15.56 23.17 14.12
H 14.13 23.16 13.16
H 16.32 23.60 9.25
H 17.68 23.25 8.63
C 13.84 22.54 5.35
C 14.58 21.40 5.99
C 15.21 20.53 4.87
O 15.98 19.52 5.50
C 16.44 18.58 4.58
N 15.46 21.99 7.03
H 13.25 23.20 5.99
H 13.10 22.13 4.64
H 14.39 23.21 4.69
H 13.74 20.83 6.39
H 15.83 21.26 4.34
H 14.36 20.22 4.27
H 16.72 17.63 5.03
H 17.34 18.97 4.06
H 15.74 18.32 3.78
H 15.05 22.89 7.24
H 16.29 22.27 6.50
C 13.26 17.29 7.84
C 13.59 18.59 8.56
C 13.23 18.44 10.06
O 13.22 19.58 10.89
C 13.29 19.18 12.26
N 14.98 19.10 8.32
H 13.72 17.27 6.85
H 12.19 17.29 7.67
H 13.64 16.45 8.42
H 12.93 19.37 8.17
H 13.75 17.58 10.51
H 12.23 17.97 10.12
H 14.18 18.62 12.55
H 12.40 18.55 12.40
H 13.07 20.01 12.93
H 15.60 18.35 8.66
H 15.13 18.99 7.32
```

---

(6)
Formula: C12H17N
Source: the Open Molecules 2025 dataset
Level of theory: the ωB97M-V functional and the def2-TZVPD basis

Output
SMILES: CCc1c[nH]c2ccccc12.CC
Orbital gap (eV): 9.089
Spin multiplicity: 1
Highest occupied orbital energy (eV): -8.162
Energy (Eh): -522.19328
Energy above the lowest of the compared OMol25 structures with the same formula, charge and spin (kJ/mol): 70.9
Lowest unoccupied orbital energy (Ha): 0.0341
Molar mass (Da): 175.275

XYZ file:
```
30
C12H17N, DFT the ωB97M-V functional and the def2-TZVPD basis
C 2.44 0.28 -2.06
C 3.57 0.32 -1.03
C 1.11 0.10 -1.39
C 0.39 -1.03 -1.28
C 0.49 1.06 -0.49
C -0.55 0.40 0.18
C 0.77 2.38 -0.19
C -1.23 0.98 1.23
C 0.02 3.02 0.79
C -0.99 2.33 1.47
N -0.61 -0.94 -0.28
H 2.41 1.23 -2.58
H 2.60 -0.50 -2.81
H 3.47 1.18 -0.37
H 0.47 -1.99 -1.76
H -1.52 -1.14 -0.70
H 1.61 2.88 -0.66
H -2.01 0.51 1.80
H 0.26 4.04 1.04
H -1.40 2.82 2.33
H 4.50 0.52 -1.56
H 3.67 -0.64 -0.53
C -2.71 -2.79 1.88
C -2.37 -4.00 1.03
H -2.06 -2.73 2.75
H -2.68 -1.86 1.30
H -3.70 -2.83 2.32
H -1.78 -3.69 0.16
H -3.24 -4.47 0.58
H -1.70 -4.72 1.49
```

---

(7)
Formula: C2H11N3O
Source: the Open Molecules 2025 dataset
Level of theory: the ωB97M-V functional and the def2-TZVPD basis

Output
Orbital gap (alpha / beta) (eV): 6.791 / 8.788
Spin multiplicity: 1
Highest occupied orbital energy (alpha / beta) (eV): -6.912 / -7.983
Energy (Eh): -322.01304
Energy above the lowest of the compared OMol25 structures with the same formula, charge and spin (kJ/mol): 713.3
Lowest unoccupied orbital energy (alpha / beta) (Ha): -0.0044 / 0.0296
Molar mass (Da): 93.130

XYZ file:
```
17
C2H11N3O, DFT the ωB97M-V functional and the def2-TZVPD basis
C 1.94 -0.83 0.19
N 1.19 0.40 0.31
O 1.45 1.11 -0.89
H 1.39 2.04 -0.62
H -0.78 -1.13 0.84
H 1.71 -1.45 1.06
H 3.02 -0.60 0.20
H 1.72 -1.39 -0.73
C -1.40 0.94 0.66
N -0.72 -0.27 0.19
N -0.75 -0.58 -1.18
H -2.11 -1.49 0.82
H -1.71 -0.66 -1.50
H -0.27 0.17 -1.68
H -2.43 0.97 0.30
H -0.86 1.81 0.29
H -1.39 0.95 1.75
```

---

(8)
Formula: C22H42BrCl32NO2
Source: the Open Molecules 2025 dataset
Level of theory: the ωB97M-V functional and the def2-TZVPD basis

Output
Orbital gap (eV): 10.141
Spin multiplicity: 1
Highest occupied orbital energy (eV): -9.894
Energy (Eh): -18368.83492
Lowest unoccupied orbital energy (Ha): 0.0091
Molar mass (Da): 1566.983

XYZ file:
```
100
C22H42BrCl32NO2, DFT the ωB97M-V functional and the def2-TZVPD basis
O 1.53 1.27 0.70
C 1.94 0.25 0.17
N 3.19 0.12 -0.48
C 3.44 -1.32 -0.76
C 2.41 -2.07 0.10
Br 3.04 -2.43 1.90
C 1.22 -1.10 0.17
C 0.33 -1.20 -1.10
C -1.14 -1.44 -0.86
O -1.72 -0.66 0.20
H 3.25 0.67 -1.33
H 4.49 -1.60 -0.60
H 3.20 -1.54 -1.81
H 2.18 -3.04 -0.35
H 0.73 -1.17 1.15
H 0.70 -2.04 -1.67
H 0.45 -0.28 -1.69
H -1.36 -2.50 -0.65
H -1.68 -1.19 -1.79
H -1.22 0.16 0.31
C 3.43 3.85 0.46
Cl 3.92 4.99 1.73
Cl 4.71 3.59 -0.73
H 3.19 2.89 0.91
H 2.57 4.28 -0.04
C 1.22 7.51 -0.44
Cl 0.56 5.88 -0.19
Cl 2.61 7.47 -1.52
H 0.45 8.14 -0.86
H 1.55 7.88 0.53
C -4.66 -1.55 0.32
Cl -5.99 -0.40 0.49
Cl -4.90 -2.65 -1.05
H -3.74 -1.00 0.16
H -4.61 -2.15 1.22
C 2.45 -0.51 -5.00
Cl 1.42 -1.62 -4.09
Cl 3.18 0.70 -3.92
H 3.24 -1.07 -5.48
H 1.85 0.01 -5.74
C 1.84 -5.65 -4.52
Cl 2.37 -5.13 -2.92
Cl 2.91 -5.06 -5.80
H 1.85 -6.73 -4.54
H 0.85 -5.26 -4.69
C -1.10 3.78 -2.76
Cl -1.00 3.34 -4.47
Cl -0.20 2.66 -1.72
H -0.67 4.77 -2.63
H -2.14 3.76 -2.46
C -3.69 -2.81 -4.86
Cl -2.69 -3.74 -3.74
Cl -3.44 -1.07 -4.68
H -3.41 -3.09 -5.87
H -4.73 -3.03 -4.66
C 7.14 6.01 -2.43
Cl 6.50 7.57 -2.97
Cl 7.99 5.14 -3.72
H 7.84 6.20 -1.62
H 6.31 5.40 -2.10
C 3.67 2.34 4.26
Cl 3.49 0.84 3.35
Cl 2.12 3.01 4.80
H 4.29 2.16 5.13
H 4.12 3.08 3.61
C 2.29 -6.04 3.52
Cl 0.75 -6.55 4.22
Cl 2.32 -6.19 1.76
H 2.45 -5.00 3.77
H 3.07 -6.66 3.93
C 10.03 8.27 0.06
Cl 8.43 7.63 0.47
Cl 11.00 7.10 -0.84
H 9.89 9.15 -0.55
H 10.54 8.51 0.99
C -9.51 -2.11 1.31
Cl -10.87 -0.99 1.47
Cl -9.70 -3.18 -0.09
H -8.61 -1.53 1.17
H -9.46 -2.72 2.20
C -0.83 0.25 4.34
Cl -0.46 -1.11 3.27
Cl -2.26 -0.06 5.35
H 0.02 0.42 4.99
H -1.03 1.11 3.72
C -12.05 -5.72 -1.88
Cl -13.59 -6.30 -1.23
Cl -12.10 -5.53 -3.64
H -11.84 -4.75 -1.43
H -11.28 -6.44 -1.64
C -11.65 -0.56 5.38
Cl -9.90 -0.72 5.21
Cl -12.11 0.40 6.79
H -12.03 -0.08 4.49
H -12.07 -1.56 5.50
C 6.68 -2.49 4.29
Cl 5.08 -3.05 4.83
Cl 6.87 -2.52 2.54
H 6.80 -1.47 4.63
H 7.42 -3.14 4.73
```

---

Which of these has the highest spin multiplicity? C11H19N2O